1.
C41H77AlN8O3 | ωB97M-V/def2-TZVPD

The geometry in XYZ format:
```
130
Properties=species:S:1:pos:R:3:mulliken_charge:R:1
Al -24.109 -21.241 -7.737 1.24
C -28.258 -24.879 -7.701 -1.41
C -27.655 -23.508 -7.351 1.47
C -28.197 -22.949 -6.057 -1.29
O -26.280 -23.276 -7.614 -0.36
H -29.324 -24.910 -7.474 0.42
H -27.737 -25.589 -7.059 0.38
H -28.137 -25.120 -8.757 0.16
H -28.088 -22.899 -8.144 -0.64
H -27.984 -23.531 -5.160 0.36
H -29.254 -22.730 -5.905 0.37
H -27.620 -22.086 -5.726 0.16
C -21.310 -25.607 -6.744 -1.55
C -21.618 -24.042 -6.696 1.28
C -20.302 -23.220 -6.327 -0.92
O -22.358 -23.804 -7.881 -0.57
H -20.508 -25.814 -7.453 0.40
H -22.187 -26.163 -7.075 0.33
H -20.963 -25.969 -5.775 0.40
H -22.290 -23.876 -5.854 -0.40
H -19.706 -23.076 -7.228 0.32
H -19.718 -23.727 -5.558 0.42
H -20.571 -22.267 -5.871 -0.08
C -20.738 -17.515 -5.634 -1.51
C -21.187 -18.944 -5.765 0.64
C -21.266 -19.376 -4.332 -1.20
O -22.449 -19.157 -6.405 -0.56
H -19.950 -17.374 -4.895 0.42
H -21.533 -16.780 -5.506 0.27
H -20.256 -17.135 -6.535 0.33
H -20.398 -19.481 -6.290 0.22
H -20.262 -19.372 -3.908 0.53
H -21.516 -20.422 -4.151 0.12
H -22.060 -18.870 -3.783 0.09
C -24.482 -14.854 -9.497 -0.98
C -22.963 -15.028 -9.472 -0.69
C -22.571 -16.218 -8.527 0.02
C -23.344 -17.374 -8.834 -0.21
N -23.989 -18.317 -8.971 -0.08
H -24.907 -14.745 -8.499 0.23
H -24.858 -15.758 -9.976 0.24
H -24.723 -13.936 -10.033 0.40
H -22.492 -14.054 -9.339 0.40
H -22.601 -15.191 -10.487 0.31
H -23.004 -16.155 -7.529 0.06
H -21.509 -16.453 -8.452 0.30
C -24.703 -20.014 -15.235 -1.34
C -24.391 -19.007 -14.113 -0.35
C -24.864 -19.569 -12.834 0.82
C -26.161 -19.009 -12.513 -0.27
N -27.151 -18.522 -12.243 -0.53
H -24.331 -19.894 -16.252 0.36
H -25.766 -19.930 -15.461 0.36
H -24.378 -21.014 -14.950 0.29
H -25.011 -18.153 -14.386 0.36
H -23.341 -18.717 -14.075 0.31
H -24.223 -19.221 -12.024 -0.26
H -24.810 -20.641 -12.646 0.20
C -23.771 -25.940 -1.583 -1.36
C -23.633 -24.726 -2.549 -0.21
C -24.928 -23.930 -2.849 -0.34
C -24.588 -22.960 -3.914 -0.15
N -24.211 -22.193 -4.741 -0.03
H -22.851 -26.511 -1.460 0.35
H -24.567 -26.545 -2.019 0.33
H -24.146 -25.811 -0.568 0.35
H -23.319 -25.094 -3.525 0.18
H -22.849 -24.049 -2.208 0.36
H -25.278 -23.370 -1.982 0.33
H -25.678 -24.616 -3.244 0.27
C -24.132 -26.951 -12.172 -1.25
C -25.279 -26.544 -11.254 -0.52
C -25.051 -25.650 -10.039 0.88
C -24.547 -24.290 -10.431 -0.18
N -24.264 -23.207 -10.733 -0.18
H -24.377 -27.503 -13.080 0.39
H -23.376 -27.549 -11.662 0.31
H -23.621 -26.105 -12.631 0.27
H -25.907 -27.367 -10.916 0.49
H -26.096 -26.105 -11.827 0.13
H -24.356 -26.058 -9.306 0.18
H -26.040 -25.531 -9.598 -0.50
C -29.895 -15.704 -6.371 -1.40
C -28.538 -16.309 -6.579 -0.07
C -28.413 -17.680 -7.281 0.35
C -28.697 -18.749 -6.387 0.13
N -29.002 -19.561 -5.673 -0.52
H -30.482 -16.375 -5.745 0.34
H -30.445 -15.688 -7.312 0.32
H -29.872 -14.680 -5.998 0.39
H -27.962 -16.342 -5.654 -0.03
H -28.069 -15.568 -7.226 0.27
H -27.346 -17.776 -7.482 -0.12
H -29.106 -17.637 -8.121 0.34
C -27.916 -23.295 -11.774 -0.73
C -28.623 -21.941 -12.065 -0.59
C -28.980 -21.180 -10.737 -0.40
C -27.826 -20.687 -10.019 -0.12
N -26.894 -20.387 -9.383 -0.22
H -28.689 -23.974 -11.415 0.33
H -27.186 -23.135 -10.980 -0.01
H -27.478 -23.708 -12.682 0.41
H -29.503 -22.122 -12.682 0.44
H -27.976 -21.334 -12.698 0.15
H -29.509 -21.902 -10.115 0.29
H -29.594 -20.299 -10.924 0.43
C -25.598 -16.556 -3.321 -1.19
C -24.548 -17.570 -2.822 -0.31
C -24.909 -18.957 -3.262 -0.37
C -25.380 -19.075 -4.649 -0.15
N -25.740 -19.228 -5.740 0.05
H -26.552 -16.742 -2.828 0.33
H -25.851 -16.746 -4.364 0.16
H -25.263 -15.519 -3.307 0.43
H -24.556 -17.561 -1.732 0.31
H -23.592 -17.262 -3.247 0.18
H -25.771 -19.349 -2.722 0.46
H -24.121 -19.704 -3.164 0.19
C -21.563 -21.860 -13.744 -0.85
C -20.825 -20.520 -13.282 -0.31
C -20.260 -20.863 -11.909 -0.48
C -21.344 -20.866 -10.909 -0.18
N -22.219 -20.841 -10.138 -0.01
H -20.776 -22.524 -14.101 0.40
H -22.204 -21.609 -14.590 0.21
H -22.345 -22.219 -13.076 0.14
H -21.427 -19.612 -13.316 0.14
H -20.021 -20.326 -13.992 0.36
H -19.781 -19.941 -11.581 0.30
H -19.569 -21.695 -11.770 0.35
```

Calculated values
* largest force on an atom: 4.40 eV/Å
* E_HOMO: -0.2618 Ha
* M: 757.10 Da

2.
C41H79Cl2F2I2N5O6 | ωB97M-V/def2-TZVPD

The geometry in XYZ format:
```
137
Properties=species:S:1:pos:R:3:mulliken_spin:R:1
C -1.480 1.784 2.640 0.00
C -0.275 2.064 1.508 0.00
N 0.413 0.769 1.297 0.00
C 1.533 0.726 0.304 0.00
C 2.509 2.071 0.508 0.00
C 3.044 2.212 2.088 0.00
C 3.089 3.828 2.523 0.00
I 4.106 5.106 1.069 0.00
O 2.438 -0.409 0.528 0.00
C 2.247 -1.116 1.782 0.00
N 1.142 -2.195 1.744 0.00
C 3.642 -2.026 1.985 0.00
I 3.520 -3.890 0.767 0.00
C 4.991 -1.188 1.576 0.00
C 6.284 -2.056 2.118 0.00
C 1.029 0.558 -1.286 0.00
N 0.751 1.907 -1.870 0.00
O 0.019 -0.457 -1.304 0.00
C -1.325 -0.160 -1.675 0.00
F -1.984 1.027 -1.090 0.00
C -2.201 -1.444 -1.022 0.00
C -2.967 -1.066 0.369 0.00
C -4.555 -0.601 0.168 0.00
C -5.346 -0.963 1.596 0.00
O -6.099 -0.040 2.256 0.00
O -5.329 -2.317 2.217 0.00
C -4.523 -2.197 3.475 0.00
C -3.465 -3.434 3.693 0.00
C -1.747 -0.237 -3.251 0.00
Cl -0.696 0.608 -4.478 0.00
C -3.316 0.288 -3.499 0.00
C -3.417 1.908 -3.775 0.00
Cl -3.890 -0.676 -5.020 0.00
C 2.216 -0.086 -2.276 0.00
C 2.132 -1.748 -2.359 0.00
F 3.562 0.451 -2.079 0.00
H -1.230 2.389 3.638 0.00
H -2.480 2.291 2.232 0.00
H -1.612 0.642 2.870 0.00
H 0.358 2.932 2.009 0.00
H -0.830 2.545 0.601 0.00
H -0.258 -0.023 1.238 0.00
H 3.495 2.030 -0.116 0.00
H 1.966 3.073 0.209 0.00
H 2.323 1.711 2.860 0.00
H 4.171 1.853 2.178 0.00
H 3.718 3.863 3.535 0.00
H 2.029 4.252 2.797 0.00
H 2.206 -0.459 2.755 0.00
H 0.336 -1.919 2.351 0.00
H 0.749 -2.141 0.760 0.00
H 3.605 -2.394 3.099 0.00
H 5.046 -1.056 0.401 0.00
H 4.963 -0.178 2.166 0.00
H 5.923 -2.760 3.003 0.00
H 7.099 -1.284 2.461 0.00
H 6.629 -2.728 1.198 0.00
H 1.681 2.313 -2.185 0.00
H 0.373 2.607 -1.201 0.00
H -1.451 -2.333 -0.767 0.00
H -2.976 -1.881 -1.780 0.00
H -2.412 -0.302 1.056 0.00
H -3.033 -2.079 0.999 0.00
H -4.674 0.571 0.048 0.00
H -5.089 -1.193 -0.689 0.00
H -3.886 -1.201 3.480 0.00
H -5.252 -2.214 4.410 0.00
H -3.497 -3.725 4.847 0.00
H -2.334 -3.111 3.497 0.00
H -3.720 -4.414 3.105 0.00
H -1.781 -1.396 -3.537 0.00
H -4.030 -0.022 -2.624 0.00
H -3.052 2.224 -4.848 0.00
H -4.574 2.184 -3.717 0.00
H -2.881 2.565 -2.938 0.00
H 1.884 0.266 -3.369 0.00
H 1.948 -2.226 -1.285 0.00
H 1.262 -2.120 -3.080 0.00
H 3.173 -2.209 -2.718 0.00
C -1.319 5.923 -8.394 0.02
C -1.852 5.869 -6.931 0.02
C -2.914 4.743 -6.776 0.03
C -4.266 5.087 -7.381 -0.02
C -4.781 6.405 -6.814 0.02
C -3.770 7.569 -6.989 0.03
N -2.379 7.217 -6.525 0.28
O -2.385 7.258 -5.118 0.65
C -3.759 7.993 -8.483 0.02
C -4.339 8.834 -6.264 -0.01
C -0.593 5.417 -6.114 -0.01
H -1.543 5.000 -8.940 0.00
H -1.704 6.748 -8.986 -0.01
H -0.230 6.062 -8.424 0.00
H -3.064 4.518 -5.710 -0.01
H -2.547 3.811 -7.226 0.00
H -4.192 5.132 -8.473 0.00
H -4.982 4.289 -7.153 0.00
H -5.733 6.654 -7.302 0.00
H -5.014 6.264 -5.751 0.00
H -2.953 8.707 -8.685 -0.01
H -4.698 8.485 -8.763 0.00
H -3.665 7.150 -9.171 0.00
H -4.535 8.660 -5.199 0.00
H -5.298 9.141 -6.702 0.00
H -3.652 9.683 -6.355 0.00
H 0.190 6.184 -6.135 0.00
H -0.167 4.499 -6.537 0.00
H -0.824 5.196 -5.065 0.00
C 2.922 -6.910 8.152 0.00
C 2.970 -5.633 7.259 0.03
C 1.566 -5.326 6.665 0.02
C 1.166 -6.250 5.526 -0.02
C 2.232 -6.244 4.437 0.02
C 3.644 -6.592 4.978 0.02
N 4.024 -5.788 6.197 0.29
O 4.366 -4.497 5.755 0.63
C 3.692 -8.113 5.287 0.02
C 4.676 -6.432 3.812 -0.01
C 3.284 -4.495 8.289 0.00
H 1.896 -7.162 8.440 0.00
H 3.355 -7.796 7.698 -0.01
H 3.497 -6.779 9.078 0.00
H 1.540 -4.292 6.291 0.00
H 0.802 -5.375 7.453 0.00
H 0.996 -7.264 5.904 0.00
H 0.211 -5.916 5.103 0.00
H 1.942 -6.954 3.652 0.00
H 2.243 -5.255 3.962 0.00
H 4.616 -8.380 5.813 -0.01
H 3.668 -8.707 4.365 0.00
H 2.840 -8.463 5.873 0.00
H 4.674 -5.424 3.381 0.00
H 4.444 -7.116 2.985 0.00
H 5.692 -6.661 4.151 0.00
H 4.285 -4.615 8.722 0.00
H 2.564 -4.513 9.116 0.00
H 3.223 -3.493 7.848 0.00
```

Calculated values
* largest force on an atom: 8.97 eV/Å
* E_HOMO (alpha / beta): -0.3250 / -0.3251 Ha
* M: 1100.82 Da
* multiplicity: 3

3.
C41H82ClFN4O6P | ωB97M-V/def2-TZVPD

The geometry in XYZ format:
```
136
Properties=species:S:1:pos:R:3:mulliken_charge:R:1
C 1.214 -2.791 2.362 -1.35
C 0.540 -1.745 1.483 -0.16
C 1.514 -0.958 0.568 -0.17
F 2.824 -1.412 0.703 -0.56
C 1.107 -0.826 -0.893 0.64
C 1.422 0.536 -1.561 0.04
C 2.639 1.316 -0.972 -0.93
C 2.237 2.682 -0.398 -0.47
C 2.625 3.920 -1.160 -1.51
N 1.616 2.822 0.704 -0.56
C 1.596 0.352 -3.094 0.01
P 1.597 1.985 -3.986 -0.13
C -0.010 2.681 -3.416 -1.00
C 1.241 1.651 -5.772 -0.07
C 0.312 2.725 -6.383 -1.44
C 2.831 -0.541 -3.334 0.26
C 3.141 -0.852 -4.818 -2.16
C 4.153 0.150 -5.360 0.40
C 5.701 -0.184 -5.077 -0.84
O 4.834 -0.308 -6.402 -0.53
C 2.738 -1.879 -2.543 -0.82
C 3.994 -2.230 -1.745 -0.31
C 4.932 -3.135 -2.504 0.12
O 6.069 -2.942 -2.678 -0.41
Cl 4.199 -4.650 -3.119 -0.16
N 1.456 -1.993 -1.775 1.47
C 1.262 -3.357 -1.173 -0.24
C -0.176 -3.818 -1.286 -1.25
C -0.727 -3.983 -2.721 0.03
C 0.307 -4.346 -3.787 -1.68
C -1.475 -2.682 -3.154 0.55
C -2.995 -2.829 -3.351 -1.03
C -3.766 -1.872 -2.476 -0.91
C -3.732 -0.536 -2.643 1.35
C -3.608 0.127 -3.993 -1.48
C -3.849 0.393 -1.467 -1.26
H 1.872 -3.466 1.819 0.33
H 1.803 -2.325 3.147 0.43
H 0.461 -3.401 2.857 0.25
H -0.281 -2.164 0.908 -0.55
H 0.098 -1.028 2.172 0.59
H 1.518 0.042 0.995 -0.15
H 0.016 -0.841 -0.857 0.21
H 0.542 1.154 -1.428 0.81
H 3.341 1.551 -1.768 0.55
H 3.204 0.758 -0.227 0.68
H 3.076 4.636 -0.479 0.47
H 1.709 4.379 -1.534 0.26
H 3.269 3.696 -2.001 0.41
H 1.463 1.904 1.126 0.32
H 0.708 -0.203 -3.445 0.31
H -0.162 3.663 -3.848 0.59
H -0.038 2.785 -2.336 0.30
H -0.834 2.054 -3.763 0.06
H 0.765 0.679 -5.920 0.32
H 2.153 1.647 -6.360 0.38
H 0.537 3.695 -5.944 0.36
H 0.553 2.820 -7.437 0.44
H -0.733 2.473 -6.250 0.27
H 3.731 -0.047 -2.969 0.61
H 2.254 -0.752 -5.440 0.56
H 3.631 -1.816 -4.936 0.49
H 3.895 1.203 -5.278 0.53
H 5.367 -0.975 -4.355 0.09
H 6.500 -0.826 -5.449 0.43
H 2.644 -2.637 -3.315 1.08
H 4.598 -1.361 -1.498 0.32
H 3.788 -2.760 -0.816 0.45
H 0.741 -1.968 -2.505 -0.83
H 1.617 -3.433 -0.154 0.12
H 1.884 -4.041 -1.745 0.58
H -0.226 -4.783 -0.781 0.65
H -0.865 -3.179 -0.737 -0.05
H -1.487 -4.760 -2.685 1.06
H 0.893 -3.482 -4.102 0.14
H 0.944 -5.172 -3.477 0.40
H -0.223 -4.683 -4.676 0.47
H -1.310 -1.884 -2.425 -0.71
H -1.057 -2.352 -4.108 0.33
H -3.253 -2.613 -4.391 0.26
H -3.335 -3.846 -3.167 0.48
H -4.415 -2.255 -1.695 0.43
H -2.612 0.532 -4.199 0.10
H -4.267 0.992 -3.978 0.52
H -3.901 -0.551 -4.787 0.37
H -2.849 0.675 -1.137 0.10
H -4.403 -0.059 -0.645 0.40
H -4.374 1.304 -1.756 0.43
C 0.928 5.572 1.970 -0.57
O 1.851 6.464 2.570 -0.39
C 1.484 7.836 2.492 -0.83
C 1.137 8.385 3.858 -0.23
N -0.112 7.816 4.348 -0.33
C -0.404 8.103 5.750 -0.69
C 0.543 7.547 6.807 -0.47
O 0.531 6.135 6.914 -0.42
C 1.388 5.448 6.024 -0.52
H 1.368 4.580 1.970 0.12
H -0.015 5.535 2.530 0.33
H 0.720 5.858 0.932 0.38
H 0.658 7.984 1.790 0.39
H 2.351 8.381 2.108 0.41
H 1.030 9.471 3.792 0.39
H 1.983 8.167 4.524 0.19
H -0.079 6.812 4.228 0.07
H -1.399 7.703 5.957 0.37
H -0.468 9.188 5.875 0.40
H 0.197 7.918 7.775 0.35
H 1.570 7.913 6.685 0.35
H 2.283 6.030 5.788 0.27
H 0.877 5.180 5.094 0.16
H 1.694 4.522 6.511 0.30
C -5.092 -6.747 3.046 -0.73
O -5.647 -5.498 3.409 -0.33
C -6.032 -5.408 4.778 -0.83
C -5.150 -4.433 5.525 -0.17
N -3.797 -4.956 5.675 -0.29
C -2.825 -3.988 6.172 -0.78
C -2.524 -2.769 5.308 -0.54
O -1.863 -3.068 4.086 -0.28
C -2.712 -3.426 3.012 0.03
H -4.968 -6.746 1.964 0.23
H -4.113 -6.912 3.509 0.30
H -5.757 -7.571 3.318 0.35
H -6.024 -6.391 5.255 0.40
H -7.059 -5.033 4.800 0.39
H -5.573 -4.255 6.517 0.41
H -5.169 -3.483 4.973 0.16
H -3.481 -5.298 4.777 0.06
H -1.886 -4.526 6.324 0.39
H -3.150 -3.642 7.157 0.41
H -1.830 -2.138 5.870 0.38
H -3.413 -2.158 5.119 0.36
H -3.683 -2.928 3.074 0.33
H -2.862 -4.507 2.956 0.17
H -2.222 -3.116 2.085 -0.39
```

Calculated values
* largest force on an atom: 2.71 eV/Å
* charge: +1
* E_HOMO: -0.3597 Ha
* energy above the lowest of the compared OMol25 structures with the same formula, charge and spin: 0.0 kcal/mol
* M: 812.55 Da

Q: largest force on an atom of number 2 (C41H79Cl2F2I2N5O6)?
A: 8.97 eV/Å